An isolated ion of composition C6H15NS and charge +1. Source: OMol25; level of theory: wB97M-V/def2-TZVPD.

Summary:
<S²> = 0.7546
Molecular weight = 133.26 g mol⁻¹
Energy relative to the best compared isomer or geometry (same formula, charge and spin) = 8.9 kcal per mole
E_tot = -18781.6704 eV
Orbital gap (spin up / spin down) = 10.8 / 5.4 eV

```
! RIJCOSX wB97M-V def2-TZVPD def2/J DEFGRID3
* xyz 1 2
C 0.87 -0.93 -0.08
C 0.56 -2.39 0.44
S -0.01 -2.44 2.13
N -0.47 -0.39 -0.27
C -0.58 0.67 -1.30
C -0.42 2.09 -0.74
C -1.32 3.10 -1.40
C 1.04 2.51 -0.92
H 1.48 -0.32 0.57
H 1.36 -1.01 -1.06
H 1.45 -3.00 0.26
H -0.17 -2.84 -0.23
H 1.06 -2.06 2.84
H -0.94 -0.06 0.59
H -1.52 0.55 -1.86
H 0.22 0.53 -2.04
H -0.68 2.20 0.33
H -1.16 3.22 -2.47
H -1.18 4.15 -1.08
H -2.39 2.96 -1.15
H 1.22 3.55 -0.65
H 1.74 1.81 -0.41
H 1.41 2.39 -1.95
*
```